# 1
Entry from the Open Molecules 2025 dataset: a molecular structure, C84H189Br5ClN21O14 in a non-equilibrium geometry (ωB97M-V/def2-TZVPD).

The geometry in XYZ format:
```
314
C84H189Br5ClN21O14 ωB97M-V/def2-TZVPD
C 14.97933 -0.66464 -2.87912
C 14.60333 -2.04362 -3.35323
N 13.33568 -2.62333 -2.69634
C 13.25709 -3.65768 -1.83660
C 11.95616 -3.67581 -1.48623
N 11.25454 -2.71172 -2.16501
C 12.14896 -2.06184 -2.93250
C 9.84385 -2.31141 -1.95211
H 15.05724 -0.58061 -1.81633
H 14.34165 0.09905 -3.34181
H 15.96346 -0.49422 -3.30618
H 15.40330 -2.72116 -3.13781
H 14.32772 -2.12429 -4.43177
H 14.06430 -4.26758 -1.59342
H 11.55999 -4.47680 -0.82176
H 12.06112 -1.24915 -3.61342
H 9.23531 -2.61538 -2.87186
H 9.69991 -1.23402 -1.77083
H 9.43336 -2.90072 -1.08410
C -0.10818 -8.19665 6.86871
C -0.39143 -9.15506 7.99867
N 0.46827 -10.32176 7.95754
C 1.85674 -10.35229 8.11544
C 2.28048 -11.63639 7.88207
N 1.14587 -12.33926 7.52618
C 0.08707 -11.52418 7.60227
C 1.17157 -13.76504 7.15715
H -0.98290 -7.56112 6.73202
H -0.04075 -8.79271 5.94837
H 0.71625 -7.54832 7.10620
H -1.36975 -9.47782 7.89845
H -0.32884 -8.69743 8.99035
H 2.33642 -9.42601 8.37366
H 3.30509 -11.98520 7.91565
H -0.91337 -11.84803 7.45964
H 1.27005 -14.25502 8.08925
H 2.04550 -13.95806 6.55780
H 0.17356 -14.01611 6.79399
C 3.80840 6.56495 5.56292
C 3.03254 7.30564 6.65308
N 2.05962 6.40307 7.25687
C 1.23810 6.66297 8.33552
C 0.56650 5.51644 8.60361
N 0.93438 4.60986 7.65572
C 1.84088 5.17717 6.86378
C 0.49511 3.19304 7.69235
H 4.24267 5.66333 6.01884
H 4.61082 7.20251 5.17832
H 3.19993 6.23056 4.75135
H 2.48909 8.23209 6.46654
H 3.75164 7.63233 7.36632
H 1.15629 7.65356 8.74275
H -0.13613 5.36085 9.40739
H 2.33884 4.61223 6.09478
H -0.57967 3.15259 7.74566
H 0.87243 2.85454 8.63770
H 0.93147 2.68251 6.80907
C -3.46122 -0.26236 0.10647
C -3.00008 -1.45168 -0.76161
N -1.78495 -1.06267 -1.55959
C -1.38781 0.13146 -2.08291
C -0.25108 -0.02110 -2.78709
N 0.01432 -1.37379 -2.73985
C -0.89253 -1.98702 -1.94103
C 1.11947 -1.97178 -3.41660
H -4.33556 -0.63363 0.66517
H -3.89855 0.43872 -0.64571
H -2.66574 0.20850 0.68225
H -3.79964 -1.72423 -1.48123
H -2.76030 -2.37015 -0.24527
H -1.94014 1.07841 -1.98179
H 0.38346 0.64492 -3.33927
H -0.88385 -2.96419 -1.41777
H 0.91197 -3.03177 -3.46096
H 1.93876 -1.75449 -2.72053
H 1.31130 -1.47493 -4.38769
C 7.34713 1.15459 10.78247
C 6.09329 2.06739 10.81708
N 4.94329 1.34068 10.23622
C 4.71865 1.30508 8.87873
C 3.71753 0.37244 8.68653
N 3.26524 -0.04683 9.90967
C 4.06832 0.52375 10.83969
C 2.26090 -1.09927 10.08571
H 8.13145 1.69395 11.31077
H 7.65949 1.03676 9.74883
H 7.24946 0.18298 11.26940
H 6.21413 3.03779 10.31171
H 5.84883 2.25277 11.87696
H 5.31824 1.85311 8.17819
H 3.17994 0.08630 7.77408
H 3.95884 0.27933 11.89009
H 2.45678 -1.63387 10.99032
H 2.20621 -1.86531 9.25280
H 1.24573 -0.73624 10.14242
C -2.04563 -1.55888 -8.58473
C -3.35616 -0.87599 -8.30301
N -4.19427 -0.80419 -9.49694
C -4.54961 -1.92223 -10.19230
C -5.47751 -1.51615 -11.06859
N -5.63323 -0.10818 -10.90368
C -4.87657 0.27366 -9.84550
C -6.42447 0.86508 -11.71140
H -1.42455 -1.43005 -7.69987
H -1.43150 -1.13784 -9.39698
H -2.07998 -2.60853 -8.77839
H -3.15856 0.13112 -8.02166
H -3.99185 -1.31415 -7.58387
H -4.06877 -2.91599 -10.04042
H -5.96788 -2.04256 -11.82267
H -4.55787 1.20268 -9.36645
H -5.77054 1.16018 -12.53810
H -6.77041 1.72479 -11.10078
H -7.36445 0.36430 -12.04994
C -2.22909 -0.89204 9.20164
C -2.70821 -1.49456 7.89614
N -2.93114 -0.31561 7.02106
C -4.00468 0.54816 7.01672
C -3.75071 1.57415 6.16069
N -2.48353 1.41271 5.68157
C -2.01668 0.20774 6.20525
C -1.73377 2.31598 4.81225
H -2.97078 -0.22231 9.60110
H -1.30060 -0.33419 9.04450
H -2.06951 -1.66361 9.93193
H -3.59748 -2.11775 7.88497
H -1.90518 -2.06454 7.39602
H -4.97226 0.33654 7.54660
H -4.34799 2.45102 5.97354
H -0.99269 -0.12527 6.08373
H -0.68944 2.07929 4.78653
H -1.73459 3.36922 5.17500
H -2.13678 2.29453 3.76424
C 3.76528 -4.54895 -0.23138
O 4.08588 -4.11265 1.14588
C 2.92811 -3.81475 1.92839
C 3.16984 -2.68387 2.85270
N 3.78614 -1.65406 2.00534
H 4.69610 -1.85614 1.51753
H 3.13103 -1.32767 1.26029
C 4.07349 -0.41664 2.86518
C 5.31493 -0.73828 3.71824
O 6.16444 -1.46577 2.88335
C 7.42816 -1.66577 3.55552
H 3.40476 -5.59248 -0.20490
H 4.67643 -4.48367 -0.87051
H 2.97901 -3.87622 -0.63002
H 2.60101 -4.74072 2.50136
H 2.16870 -3.53297 1.17170
H 3.78320 -2.95357 3.70050
H 2.25077 -2.28783 3.30566
H 3.17757 -0.24689 3.46673
H 4.22218 0.37398 2.14528
H 5.06907 -1.35807 4.59652
H 5.75205 0.18993 4.09714
H 8.15048 -1.06202 3.04763
H 7.80227 -2.67001 3.44946
H 7.45911 -1.35667 4.58115
C -2.35941 -11.71117 0.23654
O -2.48702 -10.39589 -0.31361
C -3.68825 -10.17181 -0.97466
C -3.57093 -8.71292 -1.40341
N -3.23894 -7.84325 -0.22627
H -2.37134 -8.12836 0.16408
H -3.03931 -6.84646 -0.48360
C -4.24366 -7.77720 0.94280
C -5.48949 -7.04046 0.51463
O -6.17952 -7.84942 -0.39586
C -7.27048 -7.25979 -1.05606
H -1.63025 -11.68495 1.06490
H -2.13905 -12.34683 -0.62849
H -3.39578 -11.92700 0.57674
H -4.58973 -10.40547 -0.36591
H -3.86336 -10.74171 -1.90219
H -4.42516 -8.27441 -1.95118
H -2.69169 -8.62141 -2.00670
H -3.76526 -7.41121 1.85586
H -4.48893 -8.78260 1.18436
H -5.32440 -5.96735 0.22479
H -6.08378 -7.01300 1.42049
H -7.87051 -7.89989 -1.68837
H -6.89132 -6.42906 -1.67775
H -7.96668 -6.79643 -0.32252
C -11.49311 2.11791 1.15880
O -12.44855 3.08698 0.70293
C -13.82345 2.93986 1.08319
C -14.04591 3.12971 2.60754
N -13.67542 4.58594 3.10738
H -14.27806 4.69545 3.93890
H -12.77248 4.54177 3.54047
C -13.72620 5.72378 2.18295
C -13.63629 6.98131 3.05667
O -12.38080 7.04547 3.90198
C -11.94373 8.20157 4.14721
H -11.13720 1.57345 0.20928
H -11.92998 1.33353 1.78816
H -10.70782 2.62537 1.66806
H -14.21017 1.96136 0.84001
H -14.33862 3.57726 0.42603
H -13.38247 2.45237 3.24677
H -15.09940 2.87077 2.85187
H -14.70181 5.80565 1.62155
H -12.90579 5.56672 1.49301
H -14.40511 7.04971 3.76606
H -13.63588 7.78733 2.37626
H -10.89209 8.29638 4.42949
H -12.34843 8.53876 5.62507
H -12.33433 9.13350 3.68838
C -2.81236 7.24810 -3.52505
O -3.17259 6.44431 -2.38980
C -4.17464 6.98524 -1.53272
C -4.18986 5.99541 -0.34894
N -2.83293 5.99369 0.25826
H -2.87121 5.09682 0.83238
H -2.09804 5.71302 -0.41511
C -2.33938 7.23321 0.97495
C -1.21379 6.86844 1.87369
O -0.16094 6.18676 1.16875
C 1.09648 6.39042 1.84361
H -2.24856 8.16803 -3.24662
H -3.64969 7.54533 -4.10778
H -2.11251 6.66095 -4.06290
H -5.15018 7.17765 -2.15689
H -3.82483 7.97865 -1.16965
H -4.38064 4.96861 -0.57468
H -4.91638 6.27729 0.39873
H -3.23996 7.57889 1.56555
H -1.98728 7.92539 0.22607
H -1.57953 6.20208 2.67556
H -0.84116 7.76896 2.40589
H 0.91891 6.66875 2.88604
H 1.68629 7.18044 1.40147
H 1.66378 5.49022 1.77580
C 3.62106 0.13474 -8.67888
O 4.05806 -0.49692 -9.87542
C 4.69643 -1.73656 -9.70224
C 4.43263 -2.49241 -11.00910
N 4.84473 -1.59818 -12.14393
H 4.39527 -0.66031 -12.11447
H 5.87288 -1.46162 -12.07028
C 4.58593 -2.30005 -13.48608
C 5.52264 -3.50883 -13.64355
O 6.80994 -3.02404 -13.27432
C 7.93290 -3.75633 -13.77081
H 2.65128 0.61198 -8.81114
H 4.35743 0.92356 -8.50093
H 3.54548 -0.57902 -7.84044
H 4.38283 -2.28609 -8.81638
H 5.77391 -1.58909 -9.54910
H 3.36800 -2.76327 -11.16132
H 5.03499 -3.40889 -11.08937
H 4.82286 -1.51236 -14.16620
H 3.51503 -2.57316 -13.49759
H 5.46849 -3.79416 -14.67530
H 5.20439 -4.32345 -12.93794
H 7.89788 -4.04127 -14.84361
H 8.10714 -4.60650 -13.07572
H 8.83324 -3.16597 -13.72013
C 4.19908 4.30322 -0.34377
O 2.94794 4.05850 0.25326
C 2.03448 3.44844 -0.58659
C 0.94616 3.00624 0.37290
N 1.39752 1.79584 1.07804
H 1.87515 1.13742 0.38283
H 2.02941 2.12498 1.79843
C 0.22074 1.15223 1.71230
C 0.45716 0.17894 2.78871
O 0.66294 -1.10332 2.31868
C -0.16393 -2.10769 2.89800
H 4.76876 4.82948 0.43289
H 4.07198 4.92910 -1.22153
H 4.63725 3.33944 -0.56122
H 2.51118 2.57028 -1.00836
H 1.75704 4.22737 -1.32644
H 0.04664 2.73503 -0.20782
H 0.68835 3.76212 1.12734
H -0.42754 0.72909 0.87231
H -0.43132 1.93816 2.16196
H -0.38878 0.17854 3.44694
H 1.24657 0.54345 3.48917
H -1.23099 -1.85118 2.71715
H -0.01499 -2.38154 3.95966
H 0.03147 -2.98429 2.28004
C -1.42015 8.21573 -8.77379
O -1.49475 7.34114 -7.56730
C -2.49268 6.41275 -7.70582
C -2.33681 5.38494 -6.63949
N -1.04257 4.73666 -6.85389
H -1.10698 3.72734 -6.70422
H -0.80376 4.93217 -7.84545
C 0.13225 5.27066 -6.08155
C 1.44830 4.75117 -6.69378
O 1.41508 5.15523 -8.02535
C 1.91383 6.45546 -8.25656
H -2.35741 8.71658 -9.06828
H -1.03032 7.57309 -9.57418
H -0.69824 8.99351 -8.67020
H -2.36160 5.93365 -8.67716
H -3.48822 6.93699 -7.60726
H -3.02232 4.58754 -6.72174
H -2.41802 5.83757 -5.61382
H 0.00513 4.84506 -5.06848
H -0.01009 6.32411 -6.03669
H 1.45540 3.63045 -6.59572
H 2.29682 5.12884 -6.19523
H 1.78009 6.59222 -9.32891
H 2.97026 6.72397 -7.97884
H 1.25230 7.15104 -7.76156
Cl 2.94093 -0.20817 -0.53268
Br -2.87857 3.19838 1.24632
Br -1.72687 -5.16257 0.35313
Br 1.70610 3.52037 4.05290
Br 1.60411 -0.84634 5.94656
Br -1.01375 1.53095 -6.13401
```

Results
- HOMO-LUMO gap (eV) = 8.039
- HOMO level (hartree) = -0.63626
- E_LUMO (eV) = -9.3
- charge = +8

---

# 2
Entry from the Open Molecules 2025 dataset: 3 unconnected molecules or ions with the total composition C3H3NS in a non-equilibrium geometry (ωB97M-V/def2-TZVPD).

The geometry in XYZ format:
```
8
C3H3NS ωB97M-V/def2-TZVPD
C -0.35667 0.27531 0.56334
C -0.12362 0.00618 -0.85363
C 0.23910 0.47152 -2.08763
H -0.41601 -1.10769 2.29988
H 0.72312 -1.75928 1.09774
H 0.96561 1.12118 -3.18373
N -0.37791 -0.89361 1.27026
S -0.65361 1.88638 0.89377
```

Results
- HOMO-LUMO gap (eV) = 7.430
- HOMO level (hartree) = -0.30871
- energy above the lowest of the compared OMol25 structures with the same formula, charge and spin (kJ/mol) = 609.7
- E_LUMO (eV) = -1.0